(1)
A structure of composition C15H50F2HgNO14S2. Source: the Open Molecules 2025 dataset; level of theory: wB97M-V/def2-TZVPD.

The geometry in XYZ format:
```
85
Properties=species:S:1:pos:R:3
H 3.75 3.87 -1.33
H 5.68 2.86 0.92
H -2.58 3.99 -2.43
H -1.22 1.38 -3.43
H 0.50 0.06 -4.39
H 3.09 2.50 2.56
O -0.72 1.36 0.30
F 1.58 1.06 0.62
H -3.37 1.20 -4.30
H 2.69 2.01 6.02
H -1.31 -6.19 2.83
H -1.53 -0.65 2.75
H 2.18 -2.04 -1.78
H -4.72 0.05 1.47
H 1.16 -3.30 -2.50
O 0.29 -0.18 -6.48
H 1.28 -6.99 1.92
C -6.84 -0.07 0.95
N 0.42 -0.86 0.14
H -0.37 -7.05 -0.02
C -2.28 1.39 3.44
C 1.80 2.21 5.41
H -2.06 2.75 -1.27
H -7.47 -0.64 0.27
C -0.13 -0.35 -5.17
H -1.31 1.80 3.69
H -2.95 1.67 4.25
C -0.98 -6.53 0.72
H 4.48 4.36 2.24
H 1.37 3.13 3.50
C -5.40 -0.56 0.87
H -3.28 -0.48 2.89
H -2.27 -0.57 4.31
H 1.12 2.85 5.97
C 3.00 1.36 -4.38
H 1.92 -4.65 -0.61
O 2.11 -0.72 2.98
H 4.61 2.40 -4.62
H 2.68 1.44 -5.42
S -0.97 -1.24 -0.89
O 0.69 -6.33 2.29
H 2.88 3.72 4.31
H -3.99 -0.37 -0.40
Hg 1.82 -2.15 1.21
H 2.83 0.34 -4.03
H 1.67 -0.87 3.82
C 4.97 3.56 0.50
H -0.89 -5.47 0.50
H 5.48 4.42 0.07
O 4.04 3.92 1.51
H -0.02 -0.86 -7.09
O -2.32 -0.81 -0.50
F -0.90 -2.73 -0.31
H -6.83 0.99 0.67
C -2.33 -0.16 3.30
O 2.89 2.00 3.35
O -0.77 -1.51 -2.29
O 0.87 0.91 -1.65
H 1.25 1.28 5.34
H -0.84 3.57 -2.11
H 2.98 -3.52 -2.34
H 4.96 2.59 -1.37
O -3.29 1.72 -3.49
C 2.06 -3.12 -1.92
O -4.95 -0.43 -0.48
C 2.23 2.87 4.12
H -1.83 2.81 -4.30
O 1.84 -3.69 -0.61
H 3.43 2.34 -0.60
H -1.94 1.93 1.57
O 4.38 1.64 -4.09
H -2.00 -6.87 0.57
H -1.16 0.02 -5.11
C -0.65 -6.74 2.16
H 2.54 0.13 3.08
H -5.29 -1.58 1.24
H -0.75 -7.76 2.51
H 2.32 2.04 -3.88
H -0.18 -1.42 -4.99
C -1.85 3.19 -2.24
C -1.97 2.18 -3.42
S 0.32 0.60 -0.31
C 4.22 3.08 -0.73
O -2.65 1.99 2.21
H -7.22 -0.07 1.97
```

The max |F| comes out at 10.2 eV Å⁻¹. The value obtained for the total energy is -77785.6163 eV. Its charge is +1. Its HOMO energy is -11.0906 eV. For the orbital gap, the calculation gives 0.134 Eh.

(2)
A cluster of 9 separate species, C15H50N2O9 in total. Source: the Open Molecules 2025 dataset; level of theory: wB97M-V/def2-TZVPD.

The geometry in XYZ format:
```
76
Properties=species:S:1:pos:R:3
O 2.59 -1.33 0.29
H 3.98 -2.12 -1.07
O -0.01 1.39 5.63
H -6.16 -1.20 -4.43
C -0.11 2.92 -2.90
H 0.35 3.90 -3.11
C -3.87 -2.78 -0.60
H 2.74 -0.69 3.16
H 3.11 -3.27 -0.06
H 2.96 0.72 1.06
C 0.33 -2.46 -2.50
H 4.45 3.07 0.89
H 2.02 -0.96 4.80
H -5.18 -2.24 -5.48
H 0.85 4.38 0.99
O 3.36 4.79 0.73
H -3.00 -2.68 0.04
H -0.75 2.71 -3.76
C 0.02 -3.84 0.79
C 3.47 3.47 1.24
H 1.41 0.78 1.04
H -0.60 -0.68 -0.49
C 2.21 2.65 0.83
N -2.85 -1.62 -4.47
H -5.05 -0.45 -5.67
H 0.85 3.27 2.35
C -4.55 -2.13 -2.77
H -4.00 -0.17 -3.55
H -0.67 2.87 -1.94
H 2.26 2.59 -0.33
C -4.11 -1.19 -3.91
O -3.49 -2.21 -1.84
H -0.03 -4.62 1.51
H -1.48 0.08 6.05
O 0.88 1.88 -2.81
H -4.82 -3.11 -3.18
H 1.62 -1.13 -1.68
C 2.73 -0.35 4.18
H 1.99 -1.71 0.96
H -2.17 -1.61 -3.70
H -1.55 0.55 4.38
O 0.27 -2.57 1.43
C 3.55 -2.26 -0.07
H 0.82 -3.25 -1.86
O 2.50 1.03 4.17
C -1.91 0.38 0.53
H 0.76 1.36 5.07
H 5.18 5.60 1.17
H 3.96 5.76 2.52
C -0.81 0.35 5.22
H -2.69 -0.32 0.12
H 0.58 1.10 -3.32
H -0.93 -3.80 0.32
H -4.66 -2.16 -0.22
H 0.56 -2.59 -3.53
H 2.35 1.22 3.21
C 0.91 3.33 1.29
H 3.73 -0.48 4.60
H 0.72 -4.12 0.02
H 3.53 3.42 2.39
H -0.26 -1.81 1.06
H 4.45 -2.24 0.58
H 0.10 2.75 0.77
C 4.13 5.81 1.39
H -1.97 0.60 1.62
H -4.16 -3.82 -0.64
H -0.74 -2.60 -2.20
O -0.64 -0.20 0.37
H -5.39 -1.80 -2.18
H -3.02 -2.54 -4.86
H 3.79 6.76 1.01
O 0.69 -1.14 -2.00
C -5.21 -1.25 -4.96
N 2.20 1.32 1.39
H -1.86 1.28 -0.03
H -0.28 -0.57 4.96
```

As for the energy relative to the best compared isomer or geometry (same formula, charge and spin): 23.0 kJ/mol. The max |F| comes out at 3.5 eV Å⁻¹. The value obtained for the total energy is -37769.2032 eV. Its charge is 0. Its HOMO energy is -9.2504 eV. Its structure (SMILES) is COC[C@H](C)N.COC[C@H](C)N.CO.CO.CO.CO.CO.CO.CO. For the orbital gap, the calculation gives 0.358 Eh.